# 1
Density functional theory data (the ωB97M-V functional and the def2-TZVPD basis) for a single C14H14ClN3O2S2 molecule in a non-equilibrium geometry.

The SMILES is NS(=O)(=O)c1ccc(NC(=S)NCc2cccc(Cl)c2)cc1. As for the spin multiplicity: 1. The maximum force is 13.2 eV/A. The HOMO energy is -8.37 eV. The value obtained for the frontier orbital gap is 7.939 eV. The value obtained for the electronic energy is -57494.0733 eV. The relative energy (zero: lowest compared OMol25 entry of this formula, charge and spin) comes out at 0.0 kcal per mole.

The geometry in XYZ format:
```
36
Properties=species:S:1:pos:R:3:forces:R:3
C -4.649 1.469 2.237 -2.331 7.666 7.424
C -3.889 -0.104 0.821 3.597 4.095 -2.577
C -2.601 0.781 -1.464 -2.165 -9.823 8.513
N -1.256 0.525 -1.260 6.923 -0.199 3.360
H 1.368 2.369 -1.188 3.410 6.287 0.416
Cl -4.257 4.317 1.867 -0.202 -1.114 0.652
O 3.384 -4.197 0.649 2.084 3.783 -0.665
C -4.085 2.585 1.615 -1.578 -1.875 -1.798
C -4.379 0.206 2.061 -2.641 -7.236 -2.200
C -3.664 2.227 0.347 2.424 1.636 0.273
C -3.298 1.012 -0.091 -3.055 -4.055 1.692
C 3.249 -1.615 -0.101 6.261 3.265 6.574
C 1.628 0.366 -0.736 2.724 4.452 0.420
H -2.710 1.449 -2.090 -1.492 6.307 -6.160
H -3.669 -1.055 0.536 0.224 -2.807 -0.764
S -0.976 2.948 -2.104 -0.848 2.835 -0.418
C 3.692 -0.304 0.498 -4.210 -0.080 -4.265
C 2.169 -1.844 -0.720 0.295 -10.181 -0.261
C 2.985 0.821 0.144 -4.928 -10.419 -4.676
H 0.579 -1.200 -1.768 -0.996 0.154 -0.590
H 5.287 -3.979 -0.978 0.552 2.663 0.569
H -3.224 2.976 -0.210 0.365 2.030 -1.460
H -2.942 -0.256 -1.748 -0.521 1.233 -0.493
N 0.899 1.609 -1.259 -1.490 -11.409 2.342
C -0.438 1.627 -1.330 -0.763 0.664 -3.214
H 4.505 -0.156 1.053 3.264 -0.253 2.286
N 5.408 -2.954 -0.593 -1.508 -3.777 -1.559
H 2.999 1.709 0.481 0.527 6.447 2.313
H -0.766 -0.026 -0.431 -2.632 0.466 -2.001
H -5.226 1.811 3.247 1.119 -1.114 -2.262
H -5.064 -0.811 2.472 2.270 3.521 -0.315
S 4.190 -2.910 0.625 1.253 -4.307 -0.979
O 4.986 -2.607 1.777 -1.020 1.021 0.795
H 6.403 -2.808 -0.394 -0.793 -0.002 0.835
H 1.979 -3.039 -0.828 0.080 3.009 -0.134
C 1.381 -0.941 -1.136 -4.197 7.115 -1.674
```
Positions in Å, forces in eV/Å.

# 2
Density functional theory data (the ωB97M-V functional and the def2-TZVPD basis) for a single C14H14F3N3O molecule in a non-equilibrium geometry.

The SMILES is FC(F)(F)c1ccncc1-c1nnc(C2CCCCC2)o1. As for the spin multiplicity: 1. The maximum force is 1.7 eV/A. The HOMO energy is -9.27 eV. The value obtained for the frontier orbital gap is 9.008 eV. The value obtained for the electronic energy is -29415.5943 eV.

The geometry in XYZ format:
```
35
Properties=species:S:1:pos:R:3:forces:R:3
H 1.337 -1.923 -0.730 -0.075 0.012 0.083
C 3.361 -1.619 -0.021 -0.102 -0.049 0.147
H 3.834 -1.627 -1.005 0.034 -0.065 -0.050
C 0.586 0.867 -0.572 0.191 0.711 0.032
N -0.906 2.287 -0.051 -1.702 -0.256 0.251
C 1.853 0.175 -0.911 -0.062 -0.218 -0.074
H -3.325 2.960 0.093 0.078 0.058 -0.018
F -2.060 -1.808 -1.314 -0.123 0.120 -0.137
H 1.833 -0.013 -1.992 0.015 -0.027 0.069
C 3.566 0.760 0.831 0.123 0.010 -0.136
C -1.476 1.126 -0.200 0.737 0.877 0.052
C -2.650 -1.671 -0.116 0.206 -0.539 -0.055
C -3.745 1.965 0.105 0.629 -0.200 -0.097
C -3.470 -0.409 -0.007 -0.034 0.205 0.022
N -5.045 1.863 0.255 -0.422 0.376 0.070
H -6.661 0.624 0.394 -0.097 -0.092 0.005
O -0.572 0.180 -0.536 -0.123 0.080 -0.036
C -5.588 0.657 0.271 0.011 -0.389 -0.012
H 5.173 -0.679 0.665 0.041 0.000 0.067
H 4.022 -1.023 1.950 0.062 -0.044 0.021
F -3.396 -2.773 0.051 -0.300 0.016 0.051
H 3.399 -2.637 0.368 0.052 -0.031 -0.093
C 4.112 -0.670 0.921 -0.023 0.021 -0.022
C -4.847 -0.509 0.147 0.147 0.126 -0.011
H 1.458 -1.086 0.813 -0.072 -0.013 0.031
H 2.740 0.897 1.530 -0.017 0.058 0.082
C -2.887 0.863 -0.038 -0.685 -0.439 0.024
H 2.775 2.104 -0.663 0.110 -0.010 -0.098
C 3.066 1.058 -0.578 -0.084 0.148 0.146
H 3.867 0.864 -1.292 -0.007 0.014 -0.076
N 0.400 2.119 -0.284 1.484 -0.430 -0.311
H 4.345 1.472 1.105 -0.064 0.045 0.078
H -5.327 -1.474 0.175 -0.026 -0.036 0.006
C 1.911 -1.179 -0.176 0.156 -0.173 -0.188
F -1.682 -1.741 0.812 -0.056 0.135 0.177
```
Positions in Å, forces in eV/Å.

# 3
Density functional theory data (the ωB97M-V functional and the def2-TZVPD basis) for a single C14H14FN3O2S molecule in a non-equilibrium geometry.

The SMILES is N/C(=N\O)[C@H](Cc1cccs1)C(=O)Nc1cccc(F)c1. As for the spin multiplicity: 1. The maximum force is 18.8 eV/A. The HOMO energy is -8.25 eV. The value obtained for the frontier orbital gap is 8.696 eV. The value obtained for the electronic energy is -36850.4153 eV.

The geometry in XYZ format:
```
35
Properties=species:S:1:pos:R:3:forces:R:3
H -3.251 -3.624 3.395 -2.150 -5.535 1.396
F 2.655 -0.135 -5.140 1.634 -3.799 -2.277
C -1.996 -0.689 2.199 -3.692 -7.753 0.560
C 2.014 1.939 -4.722 -4.141 2.397 0.784
N 0.575 -1.606 0.699 -7.005 2.678 -3.797
C -0.271 0.728 1.243 1.356 -2.337 3.225
C -2.760 -1.732 4.314 -1.745 -6.870 0.224
H 1.682 -0.602 -2.726 0.876 -1.910 -0.214
H 1.388 3.977 -4.175 -0.713 1.983 -0.402
C 1.229 1.092 -2.257 -8.222 13.654 7.772
C 1.737 0.397 -3.074 3.748 -11.835 -5.429
H 1.035 -0.173 -0.810 -1.668 1.270 1.047
H 0.454 3.237 -2.064 1.156 -2.224 -0.932
N 1.498 -0.563 2.496 -5.149 5.576 -1.088
O -0.169 2.607 -0.065 -0.977 0.899 0.016
C -1.643 0.138 1.125 -3.175 5.170 -1.404
H -2.446 1.066 1.050 1.843 -1.829 0.313
C 0.973 2.444 -2.781 -3.627 3.325 6.488
O 2.333 -1.537 2.558 -3.309 -7.431 -8.166
H -2.668 -1.980 5.343 -0.440 -0.173 0.721
H -0.116 1.474 2.153 -0.520 -1.581 -2.101
H -1.888 -0.289 0.155 0.543 -0.488 -0.059
S -2.005 -0.480 3.854 2.789 6.143 -2.758
H -0.478 -1.813 0.314 3.794 0.227 1.285
C -2.675 -2.301 1.892 3.030 9.406 16.019
C -2.922 -2.723 3.315 1.528 6.324 -4.982
C 0.566 -0.597 1.602 2.524 2.013 0.460
C 0.040 1.403 -0.034 -1.002 5.393 4.697
H 1.091 -2.351 0.879 2.579 -4.198 1.190
H 2.745 -1.211 3.192 7.067 3.116 9.062
C 1.179 2.992 -3.944 5.130 -5.639 -3.106
C 1.977 0.635 -4.403 0.731 4.974 1.724
N 0.594 0.788 -0.946 6.834 -7.867 -8.148
H -2.743 -2.630 1.047 -0.909 -4.022 -9.292
H 2.268 2.121 -5.686 1.281 0.941 -2.831
```
Positions in Å, forces in eV/Å.